--- 1 ---
# H2NO2P

2 unconnected molecules or ions with the total composition H2NO2P (ωB97M-V/def2-TZVPD, the Open Molecules 2025 dataset).

Values from the calculation:
gap between HOMO and LUMO (alpha / beta) = 8.894 / 6.970 eV

Each line ends with the Löwdin charge.
Geometry (Å):
1 N -1.329 -0.288 1.387  0.0631
2 O 1.328 -0.301 -1.586  -0.3417
3 O -0.344 0.365 0.972  -0.6949
4 P 0.829 1.255 0.590  0.9982
5 H -1.500 -1.209 0.972  0.0746
6 H 1.017 0.178 -2.336  -0.0993



--- 2 ---
# H2NO2P

A single H2NO2P molecule (ωB97M-V/def2-TZVPD, the Open Molecules 2025 dataset).

Values from the calculation:
gap between HOMO and LUMO (alpha / beta) = 8.342 / 8.465 eV
SMILES = O=N[PH2]=O

Each line ends with the Löwdin charge.
Geometry (Å):
1 O 1.902 -0.977 -0.340  -0.0068
2 N 1.070 -0.429 0.368  -0.1912
3 P -0.436 0.172 -0.024  0.5803
4 O -0.395 1.612 -0.037  -0.3919
5 H -1.008 -0.383 1.139  0.0234
6 H -1.133 0.005 -1.106  -0.0137



Stability summary - winner: 2; margin: 79.5 kcal/mol.



--- 1 ---
# C3H10O4

3 unconnected molecules or ions with the total composition C3H10O4 (ωB97M-V/def2-TZVPD, the Open Molecules 2025 dataset).

Values from the calculation:
charge = +1
gap between HOMO and LUMO (alpha / beta) = 7.207 / 3.815 eV
spin multiplicity = 2

Each line ends with the Löwdin charge.
Geometry (Å):
1 O 1.329 -2.975 1.644  0.3541
2 C 1.478 -1.762 1.431  0.0491
3 C 0.268 -0.853 1.104  -0.0743
4 C 0.504 0.645 0.933  -0.2846
5 O -0.726 1.169 0.530  -0.0156
6 H 2.427 -1.178 1.604  0.2222
7 H -0.471 -0.868 1.916  0.1516
8 H -0.306 -1.347 0.236  0.1911
9 H 1.360 0.798 0.157  0.1426
10 H 0.792 1.224 1.792  0.1332
11 H -1.252 0.463 1.007  0.1143
12 H -2.629 1.599 -1.216  -0.0164
13 H -2.766 0.874 -2.461  0.0462
14 O -3.307 1.409 -1.844  -0.0417
15 H 1.244 -0.043 -2.955  0.0644
16 H 0.593 0.615 -1.833  0.0282
17 O 1.461 0.230 -2.046  -0.0644



--- 2 ---
# C3H10O4

3 unconnected molecules or ions with the total composition C3H10O4 (ωB97M-V/def2-TZVPD, the Open Molecules 2025 dataset).

Values from the calculation:
charge = +1
gap between HOMO and LUMO (alpha / beta) = 8.167 / 3.107 eV
spin multiplicity = 2

Each line ends with the Löwdin charge.
Geometry (Å):
1 O 1.401 -1.017 -1.420  0.4237
2 C 0.559 -0.422 -0.759  -0.3651
3 O -0.044 0.578 -1.367  0.2522
4 C 0.335 -0.501 0.710  -0.0709
5 C 1.196 0.617 1.310  -0.0478
6 H -0.091 0.627 -2.339  0.1920
7 H 0.609 -1.431 1.212  0.1490
8 H -0.684 -0.333 1.053  0.1533
9 H 1.077 1.572 0.778  0.0990
10 H 2.299 0.522 1.150  0.0778
11 H 1.090 0.801 2.376  0.1091
12 H -5.948 1.095 0.947  0.0100
13 H -7.373 1.007 1.467  0.0430
14 O -6.840 0.953 0.662  -0.0529
15 H 4.840 -0.859 0.113  0.0526
16 H 3.370 -1.028 -0.143  0.0096
17 O 3.995 -0.513 0.376  -0.0347



Stability summary - winner: 2; margin: 34.7 kcal/mol.



--- 1 ---
# C3H4NOS

2 unconnected molecules or ions with the total composition C3H4NOS (ωB97M-V/def2-TZVPD, the Open Molecules 2025 dataset).

Values from the calculation:
charge = +1
gap between HOMO and LUMO = 7.456 eV

Each line ends with the Löwdin charge.
Geometry (Å):
1 C -3.247 -0.805 0.473  0.1570
2 C 1.123 -0.352 -0.340  -0.1135
3 C 2.161 0.547 -0.066  0.0482
4 N -2.474 -0.003 0.129  -0.6252
5 O 0.557 -1.302 -0.574  0.3226
6 S -1.503 1.112 -0.313  0.6823
7 H -3.962 -1.555 0.653  0.0972
8 H 3.060 0.230 -0.610  0.1487
9 H 2.370 0.556 1.011  0.1482
10 H 1.915 1.573 -0.362  0.1346



--- 2 ---
# C3H4NOS

A gas-phase ion, C3H4NOS (charge +1) (ωB97M-V/def2-TZVPD, the Open Molecules 2025 dataset).

Values from the calculation:
charge = +1
gap between HOMO and LUMO = 8.956 eV
SMILES = C#[N+]SCC=O

Each line ends with the Löwdin charge.
Geometry (Å):
1 C -2.712 -0.093 -0.692  0.2832
2 N -1.709 0.351 -0.107  -0.4028
3 S -0.540 1.082 0.636  1.1458
4 C 0.819 -0.338 0.451  -0.2021
5 C 1.898 0.281 -0.324  -0.2796
6 O 1.888 1.483 -0.468  0.0413
7 H -3.566 -0.675 -0.540  0.1001
8 H 0.261 -1.152 0.160  0.0489
9 H 0.998 -0.618 1.570  0.1457
10 H 2.664 -0.320 -0.684  0.1195



Stability summary - winner: 1; margin: 24.3 kcal/mol.



--- 1 ---
# C11H36O8

7 unconnected molecules or ions with the total composition C11H36O8 (ωB97M-V/def2-TZVPD, the Open Molecules 2025 dataset).

Values from the calculation:
gap between HOMO and LUMO = 10.536 eV
SMILES = OCCO.CCO.CCO.CCO.CO.CO.CO

Each line ends with the Löwdin charge.
Geometry (Å):
1 O 3.095 -0.926 0.301  -0.1007
2 C 2.324 -0.058 -0.532  -0.2122
3 C 0.844 -0.333 -0.127  -0.2323
4 O 0.725 0.026 1.245  -0.0639
5 H 4.045 -0.808 0.223  0.0872
6 H 2.661 0.963 -0.350  0.1160
7 H 2.606 -0.412 -1.524  0.1114
8 H 0.541 -1.353 -0.366  0.1100
9 H 0.089 0.143 -0.753  0.1126
10 H 1.367 -0.535 1.686  0.0720
11 C 2.004 4.916 -5.903  -0.0467
12 C 2.942 6.047 -5.145  -0.2680
13 O 3.876 6.634 -6.060  -0.1097
14 H 1.023 4.957 -5.430  0.0527
15 H 2.410 3.908 -5.813  0.0544
16 H 1.896 5.213 -6.946  0.0600
17 H 3.513 5.669 -4.297  0.0932
18 H 2.347 6.874 -4.756  0.0925
19 H 4.334 7.304 -5.548  0.0716
20 C -5.647 1.126 7.815  -0.0994
21 C -5.080 0.568 6.460  -0.2703
22 O -5.043 1.686 5.525  -0.0960
23 H -6.452 1.832 7.616  0.0649
24 H -4.948 1.788 8.326  0.0613
25 H -5.896 0.338 8.526  0.0653
26 H -5.719 -0.246 6.117  0.1019
27 H -4.084 0.251 6.770  0.1007
28 H -4.137 1.837 5.245  0.0716
29 C -5.748 -2.572 -2.943  -0.0872
30 C -5.610 -3.799 -2.019  -0.3294
31 O -6.407 -3.671 -0.871  -0.0724
32 H -5.203 -2.780 -3.864  0.0667
33 H -5.278 -1.627 -2.672  0.0704
34 H -6.800 -2.415 -3.183  0.0705
35 H -4.581 -3.970 -1.702  0.1062
36 H -5.784 -4.728 -2.561  0.1014
37 H -7.182 -3.156 -1.107  0.0737
38 C -3.745 4.894 0.173  -0.1461
39 O -2.330 5.194 0.319  -0.1335
40 H -4.187 5.419 -0.674  0.0772
41 H -4.004 3.841 0.061  0.0677
42 H -4.157 5.098 1.161  0.0717
43 H -1.958 4.411 0.731  0.0631
44 C 10.452 -3.477 -1.339  -0.1894
45 O 9.504 -2.572 -0.864  -0.1128
46 H 10.015 -4.065 -2.145  0.0764
47 H 11.460 -3.097 -1.506  0.0831
48 H 10.531 -4.273 -0.599  0.0685
49 H 9.953 -1.749 -0.655  0.0742
50 C 2.292 -6.472 2.585  -0.1410
51 O 3.386 -6.634 1.648  -0.1422
52 H 1.485 -5.840 2.216  0.0732
53 H 1.848 -7.448 2.779  0.0729
54 H 2.802 -6.129 3.486  0.0731
55 H 3.610 -5.793 1.242  0.0640



--- 2 ---
# C11H36O8

7 unconnected molecules or ions with the total composition C11H36O8 (ωB97M-V/def2-TZVPD, the Open Molecules 2025 dataset).

Values from the calculation:
gap between HOMO and LUMO = 9.745 eV
SMILES = CC(C)O.CC(C)O.CC(C)O.OCCO.O.O.O

Each line ends with the Löwdin charge.
Geometry (Å):
1 C -0.751 6.058 -1.126  -0.0584
2 C -0.234 4.714 -1.626  -0.4921
3 C -0.408 3.663 -0.534  -0.0739
4 O -0.921 4.341 -2.805  -0.0473
5 H -1.421 6.001 -0.266  0.0709
6 H -1.239 6.608 -1.930  0.0780
7 H 0.077 6.656 -0.736  0.0754
8 H 0.829 4.796 -1.879  0.1324
9 H -1.453 3.344 -0.422  0.0816
10 H -0.097 4.005 0.453  0.0756
11 H 0.044 2.692 -0.772  0.0750
12 H -0.777 3.413 -3.009  0.0890
13 C 3.734 -2.748 -0.811  -0.0519
14 C 3.347 -2.362 -2.255  -0.4613
15 C 2.098 -3.104 -2.690  -0.0548
16 O 3.091 -0.944 -2.232  -0.0747
17 H 4.090 -3.777 -0.735  0.0788
18 H 2.888 -2.534 -0.163  0.0730
19 H 4.588 -2.123 -0.536  0.0744
20 H 4.167 -2.539 -2.954  0.1335
21 H 2.276 -4.176 -2.601  0.0825
22 H 1.897 -2.880 -3.737  0.0867
23 H 1.251 -2.851 -2.054  0.0783
24 H 3.872 -0.502 -1.886  0.0936
25 C -2.994 -2.247 1.602  -0.0643
26 C -3.945 -2.451 0.415  -0.4818
27 C -3.273 -3.222 -0.702  -0.0579
28 O -5.069 -3.222 0.852  -0.0573
29 H -3.537 -1.914 2.493  0.0732
30 H -2.287 -1.434 1.412  0.0478
31 H -2.428 -3.141 1.860  0.0806
32 H -4.246 -1.466 0.047  0.1342
33 H -2.718 -4.113 -0.398  0.0792
34 H -2.558 -2.582 -1.221  0.0808
35 H -4.025 -3.611 -1.391  0.0796
36 H -5.523 -2.694 1.517  0.0812
37 O -1.128 1.303 2.030  -0.0681
38 C -0.380 1.111 3.221  -0.2201
39 C 0.304 -0.220 3.332  -0.2031
40 O 1.483 -0.373 2.525  -0.0968
41 H -1.788 1.984 2.176  0.1046
42 H 0.306 1.935 3.454  0.1305
43 H -1.078 1.136 4.067  0.1271
44 H -0.407 -1.015 3.070  0.1203
45 H 0.617 -0.397 4.366  0.1291
46 H 1.986 -1.136 2.820  0.1083
47 O 3.333 1.531 1.525  -0.0751
48 H 2.675 0.916 1.910  -0.0085
49 H 3.909 1.775 2.257  0.0267
50 O -0.158 -0.525 0.120  -0.0587
51 H -0.538 0.220 0.627  0.0190
52 H 0.607 -0.804 0.638  0.0268
53 O 0.379 -0.199 -2.697  -0.0951
54 H 1.319 -0.404 -2.835  -0.0068
55 H 0.212 -0.493 -1.785  -0.0194



Stability summary - winner: 2; margin: 97.5 kcal/mol.



--- 1 ---
# CHO3PS2

A gas-phase ion, CHO3PS2 (charge -2) (ωB97M-V/def2-TZVPD, the Open Molecules 2025 dataset).

Values from the calculation:
charge = -2
gap between HOMO and LUMO = 5.574 eV
SMILES = O=[P@@]([O-])(O)C(=S)[S-]

Each line ends with the Löwdin charge.
Geometry (Å):
1 O -0.125 1.212 -1.658  -0.4083
2 P -0.290 0.677 -0.291  0.1255
3 O -0.222 1.605 0.882  -0.4120
4 O -1.831 -0.083 -0.361  -0.2341
5 C 0.963 -0.640 0.117  -1.2122
6 S 2.963 -0.324 -0.164  -0.1036
7 S 0.576 -1.925 1.082  0.3114
8 H -2.035 -0.522 0.392  -0.0667



--- 2 ---
# CHO3PS2

2 unconnected molecules or ions with the total composition CHO3PS2 (ωB97M-V/def2-TZVPD, the Open Molecules 2025 dataset).

Values from the calculation:
charge = -2
gap between HOMO and LUMO = 6.497 eV

Each line ends with the Löwdin charge.
Geometry (Å):
1 C 1.141 1.082 1.584  -0.3371
2 O 2.274 3.301 1.050  -0.4814
3 O 1.452 0.773 2.695  0.0028
4 O 1.110 2.298 -0.947  -0.4513
5 P 1.049 2.587 0.512  -0.2059
6 S -0.409 -0.989 0.592  -0.0760
7 S -0.664 3.156 1.501  -0.0013
8 H -1.042 0.124 0.744  -0.4498



Stability summary - winner: 1; margin: 7.2 kcal/mol.



--- 1 ---
# CH4NO2PS

A single CH4NO2PS molecule (ωB97M-V/def2-TZVPD, the Open Molecules 2025 dataset).

Values from the calculation:
gap between HOMO and LUMO = 9.403 eV
SMILES = N[P@@](O)(=S)C=O

Each line ends with the Löwdin charge.
Geometry (Å):
1 N 0.485 -0.430 -1.426  -0.1199
2 P -0.297 0.358 -0.054  0.2372
3 O 0.755 1.563 0.314  -0.2460
4 S -2.204 0.552 -0.337  0.2221
5 C -0.238 -1.003 1.417  -0.3498
6 O -0.051 -0.883 2.583  0.0309
7 H 0.240 -0.281 -2.364  0.0169
8 H 1.484 -0.472 -1.292  0.0338
9 H 0.576 2.508 0.251  0.0751
10 H -0.749 -1.912 0.908  0.0998



--- 2 ---
# CH4NO2PS

A molecular structure, CH4NO2PS (ωB97M-V/def2-TZVPD, the Open Molecules 2025 dataset).

Values from the calculation:
gap between HOMO and LUMO = 8.405 eV

Each line ends with the Löwdin charge.
Geometry (Å):
1 C -0.826 -1.557 -0.751  -0.3851
2 N 0.442 1.034 0.436  -0.0786
3 O -0.268 -2.478 -0.217  0.0379
4 O -1.546 -0.526 1.662  -0.2515
5 P -1.443 -0.119 0.147  0.2778
6 S -2.942 0.826 -0.562  0.2694
7 H -1.015 -1.653 -1.818  0.0906
8 H 0.318 1.879 -0.104  -0.0263
9 H 1.180 0.483 0.011  -0.0258
10 H -0.957 0.053 2.202  0.0917



Stability summary - winner: 1; margin: 27.1 kcal/mol.